ORCA calculation (ωB97M-V/def2-TZVPD) on 2 unconnected molecules or ions with the total composition C2H10N3O at a distorted geometry.

HOMO-LUMO gap = 11.82 eV
Spin multiplicity = 1
E_LUMO = -3.01 eV
Total charge = +1
HOMO level = -14.83 eV

XYZ file:
```
16
Properties=species:S:1:pos:R:3:forces:R:3:lowdin_charge:R:1
C -1.09774 -1.07131 0.36554 -1.94 -1.12 -1.80 -0.072
N 0.06264 -0.70754 1.05524 1.85 0.66 -0.73 0.070
C 1.14536 -0.28592 0.39027 -1.86 0.33 -1.97 -0.371
N 2.27405 0.23582 0.88277 -1.17 -0.44 -0.68 0.220
N 1.03805 -0.29001 -0.96434 0.43 -0.17 0.78 0.215
H -1.92267 -1.40950 1.00526 0.51 0.37 0.02 0.126
H -1.42815 -0.30262 -0.30754 -0.58 0.87 0.13 0.063
H -0.89278 -1.87762 -0.32233 0.09 -0.83 0.03 0.099
H -0.10872 -0.68949 2.01351 0.93 0.33 1.92 0.147
H 3.03664 -0.10191 0.34216 1.17 0.19 0.03 0.128
H 2.32086 0.17551 1.85430 0.75 0.02 1.79 0.110
H 1.65625 0.12593 -1.63320 0.81 0.34 0.55 0.138
H 0.24301 -0.62694 -1.43504 -1.07 -0.55 -0.06 0.090
H -1.41137 2.54347 -1.03126 1.12 0.50 0.11 0.018
H -2.83138 2.38624 -1.33821 0.87 -1.29 0.93 0.090
O -2.08406 1.89590 -0.87714 -1.92 0.77 -1.05 -0.072
```
Positions in Å, forces in eV/Å.

ORCA calculation (ωB97M-V/def2-TZVPD) on 2 unconnected molecules or ions with the total composition C2H10N3O at a distorted geometry.

HOMO-LUMO gap = 11.30 eV
Spin multiplicity = 1
E_LUMO = -2.96 eV
Total charge = +1
HOMO level = -14.26 eV

XYZ file:
```
16
Properties=species:S:1:pos:R:3:forces:R:3:lowdin_charge:R:1
C -2.02104 -1.30507 -1.31568 -0.04 -0.23 -1.43 -0.035
N -1.46061 -0.46563 -0.25473 -2.03 -0.47 1.15 0.026
C -0.27935 0.07324 0.03573 -0.15 -2.48 -1.64 -0.428
N -0.28752 1.16283 0.79444 0.78 1.09 0.80 0.189
N 0.81816 -0.55572 -0.47287 -1.62 3.40 1.76 0.205
H -1.28156 -1.74899 -1.97642 0.27 0.20 0.03 0.083
H -2.61551 -0.60235 -1.89921 0.14 -0.11 -0.42 0.097
H -2.74404 -2.13044 -1.12173 0.82 0.59 1.15 0.111
H -2.26213 -0.06800 0.21451 0.40 0.53 0.21 0.151
H 0.54057 1.74518 0.85320 0.05 -0.49 0.09 0.108
H -0.87747 1.21490 1.61529 -0.23 -0.01 -0.44 0.140
H 1.65652 -0.08400 -0.03594 -0.10 -1.84 -0.96 0.098
H 0.51055 -1.41254 -0.89730 1.45 -0.37 -0.22 0.113
H 3.02145 0.84814 1.88411 -0.86 -0.30 0.36 0.091
H 3.42676 1.19194 0.56140 -0.79 0.09 -0.53 0.099
O 2.59088 0.96270 1.02083 1.92 0.38 0.10 -0.051
```
Positions in Å, forces in eV/Å.